{"formula": "C3H5N2O2", "method": "wB97M-V/def2-TZVPD", "symbols": ["O", "H", "C", "H", "H", "N", "C", "H", "O", "N", "H", "C"], "positions_angstrom": [[-1.9758, -1.8487, -0.2056], [0.6360, -0.7880, -1.3920], [0.3653, 0.3179, 0.6521], [1.7646, 1.7479, 0.5136], [1.4683, 0.9425, 2.1774], [1.2781, 1.1001, 1.1330], [-1.1202, -1.0495, -0.0982], [-0.2163, 0.9341, -2.6431], [-0.8109, 0.5912, -2.0332], [-0.4814, -0.6122, 1.0677], [-0.6707, -1.0852, 2.0142], [-0.2370, -0.2502, -1.1857]], "atomic_forces_ev_per_a": [[-0.1, 0.1, 0.0], [1.3, -0.7, -1.1], [-0.6, 0.0, -4.1], [0.0, -0.3, 0.6], [0.3, 1.2, -2.0], [-0.7, -1.6, 2.8], [0.2, 0.1, -1.9], [1.8, 0.9, -2.1], [-1.5, -1.6, 2.5], [0.3, -0.6, 2.8], [0.5, 1.1, -1.7], [-1.4, 1.3, 4.2]], "charge": 1, "orbital_gap_ev": 11.08, "homo_energy_ev": -15.07, "multiplicity": 1, "total_energy_ev": -10258.173, "lumo_energy_ev": -4.0}

{"formula": "C20H35ClCuN5O4", "method": "wB97M-V/def2-TZVPD", "symbols": ["H", "C", "C", "H", "H", "C", "N", "C", "C", "C", "H", "C", "H", "H", "C", "H", "C", "H", "H", "C", "H", "C", "C", "H", "C", "H", "O", "N", "H", "H", "N", "Cu", "H", "C", "H", "H", "H", "C", "H", "H", "N", "H", "O", "H", "H", "H", "H", "C", "O", "H", "C", "H", "H", "H", "H", "N", "H", "C", "H", "H", "C", "H", "O", "Cl", "H", "C"], "positions_angstrom": [[8.4252, 6.1881, 15.6797], [10.8840, 5.7930, 19.9159], [5.4430, 13.3558, 20.5868], [13.4888, 5.9025, 24.8332], [12.9983, 10.2023, 24.0277], [4.8551, 6.0832, 22.8670], [7.1834, 8.7214, 22.3555], [4.1999, 6.9358, 24.0208], [6.7189, 12.4823, 18.4703], [13.0347, 9.2105, 23.5770], [4.9344, 7.6375, 24.4161], [13.3148, 6.6450, 24.0545], [4.8076, 13.3464, 18.5549], [13.0351, 7.7202, 19.3738], [12.0981, 5.0622, 19.5666], [6.4461, 12.0323, 17.5157], [5.3675, 12.7016, 19.2323], [6.0713, 12.7558, 21.2450], [9.4132, 8.6355, 15.3918], [9.3456, 5.8506, 16.1562], [5.7551, 6.3244, 20.9378], [13.3903, 5.7328, 20.0221], [13.7859, 6.9352, 19.2834], [13.9155, 9.2195, 22.9350], [11.8559, 9.0142, 22.6795], [14.0016, 6.4822, 23.2239], [6.5051, 9.3338, 17.0907], [10.3313, 8.7679, 18.4523], [14.1853, 4.9882, 19.9809], [14.7394, 7.2489, 19.7083], [9.8609, 6.3419, 20.1750], [9.0429, 8.6370, 20.5507], [4.5189, 7.6087, 21.3589], [6.3623, 7.9508, 22.0593], [4.4576, 13.3731, 21.0525], [3.2482, 7.2877, 23.6225], [9.2347, 5.9970, 17.2306], [10.4245, 6.7568, 15.5713], [7.0866, 13.4836, 18.2458], [13.9806, 6.8142, 18.2178], [8.4796, 11.0420, 19.7920], [11.1241, 8.8173, 15.5467], [7.2674, 7.8745, 18.7356], [14.1963, 8.2541, 25.1251], [12.0547, 4.0883, 20.0541], [4.8958, 11.7212, 19.2992], [5.6279, 5.4379, 23.2847], [5.3179, 6.9562, 21.7109], [4.9245, 8.6460, 18.7453], [11.3436, 6.4480, 16.0693], [13.2587, 8.1071, 24.5890], [13.2594, 6.0163, 21.0664], [10.5237, 6.6122, 14.4955], [12.3131, 6.3989, 23.7023], [9.6000, 4.8156, 15.9282], [10.9193, 8.8199, 22.0093], [3.9701, 6.3135, 24.8856], [10.2865, 8.2061, 15.8829], [12.1767, 4.9307, 18.4875], [5.8265, 14.3696, 20.4710], [10.3082, 8.5063, 17.3116], [4.1218, 5.4014, 22.4363], [5.8497, 7.0959, 17.1559], [6.0912, 8.2634, 17.9554], [12.4451, 8.1809, 25.3106], [7.6874, 11.6523, 19.1984]], "atomic_forces_ev_per_a": [[-0.4, -0.6, 0.2], [-4.2, 2.1, 0.8], [0.2, -0.3, 0.0], [0.4, 0.3, 0.1], [-0.3, -0.1, 0.1], [-0.7, 0.5, 1.2], [-0.9, -1.1, -0.7], [0.5, -1.6, -0.7], [-1.1, 0.4, 0.4], [0.3, -0.2, -1.2], [-0.4, 0.6, -0.4], [-1.1, 0.6, -0.2], [-0.3, -0.2, 0.0], [0.1, 0.2, 0.1], [0.4, -0.1, 0.0], [0.3, -0.3, 0.1], [0.4, -0.6, -0.7], [0.2, 0.2, 0.1], [-0.3, 0.1, 0.4], [-0.2, 0.9, -0.6], [-0.3, 0.3, -0.4], [-0.5, -1.0, 0.9], [0.6, 1.4, -0.7], [0.0, 0.2, -0.3], [-1.6, -0.5, -0.7], [0.2, 0.2, 0.1], [-0.4, 1.0, 0.0], [0.0, -0.7, -2.5], [0.0, -0.1, 0.0], [0.0, 0.5, 0.0], [4.0, -1.9, -0.8], [0.1, 0.1, -0.3], [-0.3, -0.5, -0.5], [1.2, 0.5, 0.6], [0.0, 0.2, -0.1], [0.3, 0.8, 0.3], [0.0, -0.1, 0.0], [1.0, -1.2, 0.8], [0.7, -0.1, 0.1], [-0.2, -0.4, -0.1], [-1.3, 0.5, -0.8], [0.2, -0.2, -0.6], [-0.3, 0.7, 1.6], [-0.1, 0.5, 0.0], [-0.3, -0.1, -0.2], [-0.2, 0.1, -0.1], [0.3, 0.2, -0.2], [1.0, 0.7, 0.4], [1.2, -0.3, -0.2], [0.5, -0.2, -0.4], [-0.1, -1.3, 0.6], [0.1, -0.2, 0.2], [0.0, 0.0, 0.0], [-0.1, -0.1, -0.3], [-0.3, 0.0, 0.0], [1.8, 0.5, 1.2], [-0.1, -0.3, -0.1], [-0.1, 1.4, 0.1], [-0.4, -0.2, -0.1], [0.1, 0.0, 0.4], [-0.7, 0.6, 2.9], [-0.2, 0.0, 0.1], [-1.3, -0.1, -0.2], [1.2, -1.1, -0.8], [0.1, -0.2, 0.2], [1.2, -0.5, 0.6]], "charge": 0, "orbital_gap_ev": 8.71, "homo_energy_ev": -8.30, "multiplicity": 1, "total_energy_ev": -94101.595, "lumo_energy_ev": 0.4}

{"formula": "C12H21N7O3", "method": "wB97M-V/def2-TZVPD", "symbols": ["C", "N", "C", "H", "C", "H", "O", "N", "C", "H", "N", "O", "N", "H", "H", "H", "H", "H", "H", "H", "H", "C", "H", "H", "N", "H", "C", "H", "C", "N", "C", "H", "C", "N", "C", "C", "H", "O", "C", "H", "H", "H", "H"], "positions_angstrom": [[-3.4538, 1.7070, -0.3919], [0.6228, -2.2571, 1.7406], [2.8316, -1.0466, 0.0722], [1.0937, -1.5670, 2.4099], [5.6511, 0.5265, -0.2461], [4.5325, 0.6332, 1.5215], [-3.8614, -3.4079, 0.3206], [-2.1705, -1.1669, 0.9028], [1.3776, -1.2422, -0.5079], [3.3620, -1.5538, -0.8352], [6.7649, 0.0573, 0.2075], [-4.7274, -2.2193, -1.4509], [5.6190, 0.8402, -1.7116], [-4.1607, -0.3254, 0.9889], [1.0774, -0.4942, -1.2756], [-3.8474, 4.9446, -0.6714], [-5.0283, 2.8779, -1.4103], [-1.9647, 0.3739, -1.3595], [6.6679, -0.2654, 1.1973], [-1.9736, -0.4531, 1.7145], [3.2053, 0.5726, -1.1492], [-4.0413, -2.0986, -0.4345], [-2.7773, 3.8037, 1.9914], [-4.0315, 0.1796, -1.8010], [4.4545, 0.8870, 0.4297], [2.4974, 1.1745, 0.7208], [-3.1238, 3.3348, 1.1075], [6.7048, 0.7990, -2.0135], [-3.3842, -0.8010, 0.2035], [-2.7797, 2.0188, 0.8392], [-3.2614, 0.3779, -0.9418], [2.9839, -1.5336, 1.0594], [-4.1626, 2.8168, -0.7908], [-4.0049, 3.7398, 0.1658], [-1.0748, -1.3337, -0.0159], [3.1283, 0.3808, -0.0015], [5.0711, 1.7135, -2.1370], [-1.1903, -1.7825, -1.2096], [0.2744, -1.1932, 0.6573], [0.0504, -0.1923, 1.1377], [-4.2568, -4.0764, -0.2022], [-0.1867, -2.5807, 2.2365], [1.4924, -2.1685, -1.0669]], "atomic_forces_ev_per_a": [[0.6, 1.5, 2.3], [1.1, 3.5, -0.4], [-0.9, -1.6, -2.2], [-0.6, -1.9, -0.7], [0.2, 0.9, -2.0], [0.2, 0.8, -3.2], [1.2, 5.0, 0.3], [1.3, 2.5, -0.4], [-0.2, 0.7, 2.0], [0.2, 0.7, 2.3], [-1.5, 0.2, 0.6], [2.0, 1.5, 2.7], [2.0, 1.0, 0.3], [1.6, -1.5, -1.7], [0.6, -0.2, 0.6], [-0.6, -3.9, 3.8], [0.1, 0.1, -0.9], [-4.4, -0.2, 0.9], [0.0, 0.4, -1.1], [-0.3, -1.8, -2.3], [-1.1, 0.5, 2.0], [-1.7, -3.7, -1.2], [0.0, 0.8, 0.3], [1.8, 0.1, 1.5], [1.3, -1.9, 3.4], [0.5, -2.4, -2.5], [1.0, -4.3, -1.7], [-3.6, 0.3, 0.7], [-2.6, 0.8, -0.2], [-1.6, 2.7, -0.8], [2.3, -2.1, -1.7], [0.0, 0.1, -0.8], [-0.1, -3.1, -0.1], [0.5, 6.9, -2.1], [-0.7, -3.7, -1.7], [1.0, 4.3, -0.5], [1.8, -2.5, 1.9], [-0.3, 2.1, 4.5], [0.1, -0.8, -1.0], [1.5, -0.5, -0.4], [-0.8, -0.8, -1.3], [-0.7, 0.0, 0.1], [-1.2, -0.4, 0.5]], "charge": 0, "orbital_gap_ev": 8.12, "homo_energy_ev": -9.04, "multiplicity": 1, "total_energy_ev": -29350.866, "lumo_energy_ev": -0.9}

{"formula": "C11H26AsN5O2PPdS4", "method": "wB97M-V/def2-TZVPD", "symbols": ["H", "H", "H", "C", "C", "C", "H", "N", "H", "O", "H", "H", "H", "Pd", "H", "N", "N", "H", "C", "C", "C", "H", "P", "H", "S", "H", "C", "As", "O", "C", "H", "H", "H", "C", "C", "N", "H", "S", "H", "H", "H", "H", "H", "C", "N", "S", "S", "H", "H", "H", "H"], "positions_angstrom": [[1.5407, -2.0422, 2.7697], [-3.3092, 2.2343, -3.1944], [5.0223, -1.0123, 2.6079], [2.8008, -1.1966, 0.1118], [-2.1814, 0.8580, -1.3230], [1.8239, 1.2454, 1.0021], [0.2563, 1.5928, -1.3913], [4.0266, -0.7751, 0.8013], [1.0953, 1.7918, 1.6059], [-1.4713, 0.9581, 2.6836], [2.7217, -2.2852, 0.1071], [4.1897, 1.1195, 3.3693], [0.9492, -0.4676, 3.2918], [-0.7925, -1.2308, 0.3407], [-4.7189, 1.1546, -3.1991], [3.0377, -0.5808, 3.0455], [-3.5082, 1.0555, -1.4740], [-1.1765, -0.5620, -3.9034], [-4.0858, 1.7922, -2.5759], [4.1624, 0.6779, 0.7899], [3.2115, 0.8654, 2.9513], [-2.8327, -0.0856, -3.6130], [1.2776, -0.5212, 0.9023], [1.8342, 1.6890, 0.0019], [-2.9137, -2.2661, 0.9503], [2.4375, 1.3547, 3.5453], [-1.8193, 0.2945, -3.6925], [-1.9284, -3.7055, -0.4094], [-1.6818, 0.7043, -0.1903], [0.0362, 0.9647, -2.2496], [-5.3392, 0.3844, -0.7625], [5.1485, 0.9276, 1.1920], [4.1092, 1.0308, -0.2427], [-4.4006, 0.7720, -0.3640], [4.0331, -1.2273, 2.1933], [-1.4016, 0.9085, -2.4393], [0.4672, -0.0311, -2.0889], [-1.5343, -2.4856, -2.1333], [-4.6069, 1.6795, 0.2133], [-4.7062, 2.5970, -2.1714], [2.8424, -0.8727, -0.9320], [3.8705, -2.3060, 2.2150], [-3.9631, 0.0081, 0.2743], [1.6786, -0.9664, 2.6498], [3.1642, 1.3885, 1.5861], [-0.0245, -3.3327, 0.7647], [-2.5839, -5.6699, -0.5329], [0.4795, 1.4095, -3.1429], [-1.7851, 0.0559, 2.8244], [-1.7006, 1.0964, 1.7511], [-1.7507, 1.0117, -4.5160]], "atomic_forces_ev_per_a": [[0.0, 0.0, 0.0], [0.0, 0.0, 0.0], [0.0, 0.0, 0.0], [0.0, 0.0, 0.0], [0.0, 0.0, -0.4], [0.0, 0.0, -0.1], [0.0, 0.0, 0.0], [0.0, 0.0, 0.0], [0.0, 0.0, 0.0], [-0.1, 0.1, 0.0], [0.0, 0.0, 0.0], [0.0, 0.0, 0.0], [0.0, 0.0, 0.0], [0.1, 0.3, 0.5], [0.0, 0.0, 0.0], [0.0, 0.0, -0.1], [0.0, 0.0, 0.0], [0.0, 0.0, 0.0], [-0.1, 0.1, 0.0], [0.0, 0.0, 0.0], [0.0, 0.0, 0.0], [0.1, 0.0, 0.0], [0.0, -0.1, 0.0], [0.0, 0.0, 0.1], [-0.1, -0.1, -0.2], [0.0, 0.0, 0.0], [0.0, 0.0, -0.1], [0.2, 0.3, 0.1], [0.0, 0.2, 0.4], [0.0, 0.0, 0.0], [0.0, 0.0, 0.0], [0.0, 0.0, 0.0], [0.0, 0.0, 0.0], [0.0, 0.0, 0.0], [0.0, 0.0, 0.0], [0.1, 0.0, 0.0], [-0.1, 0.0, 0.0], [-0.1, -0.3, -0.3], [0.0, 0.0, 0.0], [0.0, 0.0, 0.0], [0.0, 0.0, 0.0], [0.0, 0.0, 0.0], [0.0, 0.0, -0.1], [0.0, 0.0, 0.0], [0.0, 0.0, 0.0], [0.1, -0.3, 0.0], [0.0, 0.0, 0.0], [0.0, 0.0, 0.0], [0.1, -0.1, 0.0], [0.1, 0.0, 0.0], [0.0, 0.0, 0.0]], "charge": -1, "orbital_gap_ev": 6.36, "homo_energy_ev": -3.92, "multiplicity": 1, "total_energy_ev": -140327.216, "lumo_energy_ev": 2.4}

Looking at relative energy (zero: lowest compared OMol25 entry of this formula, charge and spin) for the records above, in order, we have 145.1, 0.0, 869.1, 49.9 kJ/mol.